1.
Below is the ion C5H9N2O with charge +1 at a distorted geometry, with properties calculated with wB97M-V/def2-TZVPD.

Last column: Löwdin charge in e.
CARTESIAN COORDINATES (ANGSTROEM)
C (-0.83263, -1.38093, -0.08064)  0.016
C (0.73652, 1.19481, -1.04517)  0.106
C (-2.47911, 0.54808, 0.19602)  -0.226
C (1.09294, 0.31787, -0.09987)  -0.341
C (2.26367, 0.41811, 0.81040)  -0.013
N (-2.10530, -0.76303, -0.12461)  0.144
N (0.41087, -1.00320, -0.10236)  0.165
O (-1.66961, 1.37349, 0.57916)  0.089
H (-0.85306, -2.40863, 0.10305)  0.147
H (0.01515, 0.77800, -1.74151)  0.080
H (1.22052, 2.02958, -1.51649)  0.093
H (-3.52242, 0.75983, 0.26375)  0.140
H (2.87247, 1.17021, 0.25467)  0.110
H (2.65959, -0.62518, 0.77705)  0.099
H (1.83953, 0.81957, 1.79087)  0.127
H (-2.70977, -1.55450, -0.16168)  0.143
H (1.06065, -1.67407, 0.09735)  0.120

Values from the calculation:
* LUMO: -4.786 eV
* SMILES: C=C(C)/[NH+]=C\NC=O
* orbital gap: 8.9999 eV
* HOMO level: -13.786 eV
* total charge: +1
* M: 113.1 g/mol

---

2.
Below is a cluster of 2 separate species, C5H9N2O2 in total at a distorted geometry, with properties calculated with wB97M-V/def2-TZVPD.

Last column: Löwdin charge in e.
CARTESIAN COORDINATES (ANGSTROEM)
C (0.77301, -0.01852, 2.38287)  -0.111
C (2.07062, -0.08791, 2.01677)  -0.234
C (-0.39195, -1.05769, 2.06175)  -0.096
C (-1.11798, -0.45521, -0.33371)  -0.307
C (-1.86530, 1.66765, -4.11817)  0.238
N (-0.58276, -0.78164, 0.62579)  0.165
N (2.68814, -0.99261, 1.20160)  0.091
O (-1.42306, -0.20416, -1.43608)  0.096
O (-2.50224, 1.62146, -3.01220)  0.177
H (0.54809, 0.85229, 3.04682)  0.096
H (2.68976, 0.70794, 2.49888)  0.131
H (-0.13234, -2.05567, 2.16492)  0.080
H (-1.96878, 2.53389, -4.68984)  0.114
H (-1.39493, -0.93340, 2.58063)  0.141
H (-1.11009, 0.90298, -4.39893)  0.157
H (3.58490, -0.76468, 0.93650)  0.062
H (2.27718, -1.82060, 0.84987)  0.087
H (-2.14225, 0.88590, -2.37747)  0.113

Values from the calculation:
* LUMO: -6.338 eV
* orbital gap: 4.5666 eV
* HOMO level: -10.904 eV
* total charge: +1
* M: 129.1 g/mol

---

3.
Below is the ion C5H9N2O2 with charge +1 at a distorted geometry, with properties calculated with wB97M-V/def2-TZVPD.

Last column: Löwdin charge in e.
CARTESIAN COORDINATES (ANGSTROEM)
C (-0.43082, 1.85387, 0.24163)  0.082
C (-2.18288, 0.38715, -0.38652)  -0.165
C (-0.76102, -1.29207, 0.73161)  -0.036
C (0.41200, -0.75672, -0.04235)  -0.291
C (2.52585, 0.32579, -0.06741)  0.038
N (-1.56769, 1.40228, 0.11490)  0.045
N (-2.04991, -0.82252, 0.23071)  0.069
O (0.23980, -0.54957, -1.34406)  0.189
O (1.46164, -0.37480, 0.56881)  0.048
H (-0.16520, 2.50521, 0.91776)  -0.001
H (-2.91009, 0.66065, -1.03085)  0.116
H (-0.64593, -2.32880, 0.73760)  0.132
H (-0.44797, -1.25157, 1.82559)  0.180
H (3.01397, 1.01861, 0.59108)  0.119
H (2.11424, 0.92704, -0.98507)  0.143
H (3.25174, -0.32550, -0.28834)  0.073
H (-2.81339, -1.35745, -0.11571)  0.143
H (0.95563, -0.02161, -1.69939)  0.116

Values from the calculation:
* LUMO: -4.337 eV
* orbital gap: 6.9149 eV
* HOMO level: -11.252 eV
* total charge: +1
* M: 129.1 g/mol

---

4.
Below is the ion C5H9N2O2S with charge +1 at a distorted geometry, with properties calculated with wB97M-V/def2-TZVPD.

Last column: Löwdin charge in e.
CARTESIAN COORDINATES (ANGSTROEM)
C (-0.02559, -2.13022, 0.46831)  0.030
C (1.37043, -0.61678, -0.49181)  -0.087
C (-1.17666, -1.08318, 0.26735)  -0.088
C (-0.36297, 1.13426, 0.91318)  -0.067
C (-1.05544, 0.80269, -1.35933)  -0.070
N (1.09274, -1.72002, 0.06455)  0.031
N (-0.64299, 0.18614, -0.15662)  -0.298
O (2.25339, 1.68226, 0.16413)  -0.265
O (4.03764, -0.09286, -0.13168)  -0.229
S (2.68190, 0.35098, 0.15612)  0.896
H (-0.33900, -3.16469, 0.66995)  0.158
H (-1.80824, -1.36429, -0.53506)  0.134
H (-1.59053, -1.16658, 1.23730)  0.125
H (-1.30878, 1.44741, 1.52441)  0.147
H (0.20739, 0.44229, 1.53742)  0.088
H (0.14785, 2.07904, 0.66955)  0.095
H (-2.03032, 1.41445, -1.12535)  0.141
H (-0.21181, 1.63973, -1.64629)  0.159
H (-1.23899, 0.15936, -2.22612)  0.100

Values from the calculation:
* LUMO (alpha / beta): -6.672 / -6.679 eV
* SMILES: CN(C)CC=[N+]=C=S(=O)=O
* orbital gap (alpha / beta): 7.2135 / 7.2030 eV
* HOMO level (alpha / beta): -13.885 / -13.882 eV
* total charge: +1
* M: 161.2 g/mol

---

M of number 1 (C5H9N2O)?
113.1 g/mol

---

What is the total charge in the third record?
+1